Entry 1:
{
  "formula": "C6H9N3",
  "method": "ωB97M-V/def2-TZVPD",
  "elements": ["C", "C", "C", "C", "C", "C", "H", "H", "H", "H", "H", "H", "H", "H", "H", "N", "N", "N"],
  "coordinates": [[1.27795, 0.91432, -0.77937], [0.14081, 0.05022, -0.40716], [-0.38913, -1.18574, -1.23846], [-0.96440, -1.48456, 0.16220], [-1.96403, -0.33087, 0.37734], [-1.24026, 0.69148, -0.04652], [1.00439, 0.91091, 1.69962], [2.12958, 2.29851, 1.82378], [1.60571, 0.85557, -1.82736], [0.45961, -1.80889, -1.55027], [-1.05116, -0.97155, -2.07859], [-1.18287, -2.51706, 0.42364], [1.13618, -1.39114, 0.57279], [-2.98302, -0.39150, 0.76299], [-1.52509, 1.73201, -0.09715], [1.40815, 1.79274, 1.31461], [1.88399, 1.72276, 0.04878], [0.25360, -0.88720, 0.83913]],
  "atomic_forces_ev_per_a": [[0.8, 0.8, 0.6], [-1.5, 0.2, 0.4], [0.9, 1.0, 0.2], [0.2, -1.0, 0.3], [0.1, -0.7, -0.3], [0.2, 0.5, 0.1], [0.5, 0.9, -0.1], [-0.7, -0.6, 0.5], [0.1, 0.3, 0.6], [-0.3, -0.2, 0.2], [-0.1, -0.1, 0.2], [-0.4, 0.1, 0.2], [-1.1, -0.2, 0.5], [0.5, 0.0, -0.2], [0.2, 0.0, 0.0], [0.3, -0.2, 0.3], [-1.0, -1.3, -2.1], [1.2, 0.4, -1.5]],
  "mulliken_charge": [-0.469, 0.440, -0.623, 0.082, -0.607, -0.441, 0.286, 0.272, 0.351, 0.312, 0.300, 0.494, 0.256, 0.409, 0.417, -0.368, -0.459, -0.653],
  "e_above_lowest_ev": 3.185,
  "gap_ev": 9.624,
  "spin_multiplicity": 1,
  "e_homo_ev": -8.608,
  "energy_ha": -398.1584
}

Entry 2:
{
  "formula": "C10H5Cl3NO4",
  "method": "ωB97M-V/def2-TZVPD",
  "elements": ["O", "C", "O", "C", "C", "C", "C", "C", "C", "C", "O", "N", "C", "O", "H", "H", "H", "H", "C", "Cl", "Cl", "Cl", "H"],
  "coordinates": [[2.69790, 3.60565, 0.01643], [1.40663, 3.89887, -0.28396], [1.14897, 5.09044, -1.13135], [0.26470, 2.87065, 0.28977], [-1.14691, 3.35655, 1.04391], [-2.27209, 2.26563, 1.62721], [-1.98282, 0.62436, 1.48531], [-0.57697, 0.21189, 0.74811], [0.52845, 1.25930, 0.14079], [1.74396, 0.38841, -0.53153], [2.88521, 0.73832, -1.13048], [1.41124, -1.11397, -0.41323], [0.12493, -1.23325, 0.42172], [-0.35866, -2.39002, 0.88232], [-1.36926, 4.51889, 1.18884], [-3.26556, 2.65562, 2.15810], [-2.70476, -0.20365, 1.89475], [2.26402, -1.54660, 0.03445], [-0.14329, -4.89671, -1.63617], [-1.86575, -5.05774, -2.01920], [0.36860, -6.17575, -0.52200], [0.82952, -4.93528, -3.11661], [0.01195, -3.93160, -1.14718]],
  "atomic_forces_ev_per_a": [[-7.0, 0.5, -0.7], [5.0, 4.1, -2.5], [-0.2, -6.6, 4.7], [-2.0, -2.2, 0.9], [0.3, -3.6, -0.2], [3.7, -1.5, -1.8], [3.1, 3.0, -1.6], [1.2, 2.6, -0.9], [-3.3, 0.7, 1.8], [4.0, 1.3, -2.3], [-7.5, -2.2, 4.0], [-1.6, 2.8, 2.6], [-2.0, -3.5, 2.4], [3.0, 6.3, -3.0], [0.7, -2.9, -0.5], [2.5, -1.0, -1.3], [1.6, 1.9, -0.9], [-1.5, 0.2, -0.7], [0.0, 0.2, 0.1], [0.2, 0.0, 0.0], [0.0, 0.1, -0.1], [-0.1, 0.0, 0.1], [-0.1, -0.3, 0.0]],
  "mulliken_charge": [-0.594, 0.276, -0.693, 0.441, -0.405, -0.320, -0.328, -0.168, 0.168, 0.399, -0.518, -0.204, 0.352, -0.597, 0.323, 0.258, 0.332, 0.289, 0.587, -0.141, -0.138, -0.135, -0.184],
  "gap_ev": 5.934,
  "charge": -1,
  "spin_multiplicity": 1,
  "e_homo_ev": -4.734,
  "energy_ha": -2120.0270
}

Entry 3:
{
  "formula": "C13H10CoN3O5S3",
  "method": "ωB97M-V/def2-TZVPD",
  "elements": ["Co", "O", "C", "C", "O", "C", "C", "O", "C", "O", "O", "S", "C", "N", "C", "C", "S", "H", "H", "H", "H", "H", "C", "C", "C", "C", "N", "C", "S", "N", "H", "H", "H", "H", "H"],
  "coordinates": [[-1.05588, -0.09388, -0.23432], [3.38959, 0.36153, 3.88507], [2.50396, 0.25775, 3.07393], [1.01748, 0.45229, 3.32318], [0.49638, 0.82043, 4.36453], [0.38315, 0.14583, 2.05955], [1.31493, -0.04817, 1.02942], [0.95778, -0.19104, -0.18818], [2.67571, -0.08144, 1.59409], [3.72453, -0.31810, 1.03720], [-0.89806, 0.12389, 1.80759], [-1.25427, 2.40815, -0.72570], [-2.13933, 2.93633, 0.59747], [-2.13600, 2.42795, 1.80892], [-3.10372, 2.94554, 2.75600], [-3.44381, 4.36042, 2.29246], [-3.21540, 4.32554, 0.48881], [-1.61690, 1.52330, 1.98161], [-2.67082, 2.94198, 3.75547], [-3.99342, 2.30735, 2.76464], [-2.77088, 5.09985, 2.72338], [-4.47187, 4.62990, 2.52144], [-6.69604, -2.65486, -0.30789], [-5.45558, -1.81014, -0.31082], [-5.51259, -0.43478, -0.07901], [-4.31270, 0.24566, -0.11962], [-3.16738, -0.37497, -0.34818], [-3.18257, -1.72473, -0.53946], [-1.62414, -2.39893, -0.76408], [-4.31559, -2.44539, -0.54241], [-7.59822, -2.04793, -0.24583], [-6.66886, -3.33878, 0.54142], [-6.72520, -3.26201, -1.21197], [-6.44709, 0.07406, 0.10654], [-4.26428, 1.32291, 0.00814]],
  "atomic_forces_ev_per_a": [[0.4, -0.2, 0.1], [0.0, 0.0, 0.0], [0.0, 0.0, 0.0], [0.0, 0.0, 0.0], [0.0, 0.0, 0.0], [0.0, 0.0, 0.0], [0.0, 0.0, 0.0], [0.1, 0.0, 0.0], [0.0, 0.0, 0.0], [0.0, 0.0, 0.0], [-0.2, 0.1, 0.0], [-0.1, 0.0, -0.1], [0.1, 0.1, 0.1], [-0.1, -0.1, 0.0], [0.0, 0.1, 0.0], [0.0, 0.0, 0.0], [0.0, 0.0, 0.0], [0.0, 0.0, 0.0], [0.0, 0.0, 0.0], [0.0, 0.0, 0.0], [0.0, 0.0, 0.0], [0.0, 0.0, 0.0], [0.0, 0.0, 0.0], [0.0, 0.0, 0.0], [0.0, -0.1, 0.0], [0.0, 0.0, -0.1], [-0.1, 0.0, 0.2], [-0.1, 0.0, 0.0], [-0.1, 0.1, -0.1], [0.1, 0.0, 0.0], [0.0, 0.0, 0.0], [0.0, 0.0, 0.0], [0.0, 0.0, 0.0], [0.0, 0.0, 0.0], [0.0, 0.0, 0.0]],
  "mulliken_charge": [0.060, -0.605, 0.445, -0.065, -0.699, 0.904, 1.220, -0.752, -0.053, -0.624, -1.046, -0.315, 0.338, 0.095, -0.669, -0.531, -0.125, 0.165, 0.377, 0.316, 0.336, 0.378, -1.170, 1.074, -1.030, 0.170, -0.130, 0.439, -0.527, -0.592, 0.331, 0.269, 0.317, 0.314, 0.386],
  "s2": 3.758,
  "e_above_lowest_ev": 0.000,
  "gap_ev": [6.504, 6.544],
  "charge": -1,
  "spin_multiplicity": 4,
  "e_homo_ev": [-4.523, -4.563],
  "energy_ha": -3619.3582
}